[1]
{
  "formula": "C5H12O2",
  "method": "ωB97M-V/def2-TZVPD",
  "elements": ["O", "O", "C", "C", "C", "C", "C", "H", "H", "H", "H", "H", "H", "H", "H", "H", "H", "H", "H"],
  "xyz": [[0.913, -0.205, 1.785], [-0.594, 1.383, 0.222], [1.202, -0.199, 0.382], [-0.104, 0.178, -0.337], [2.330, 0.770, 0.064], [-1.137, -0.947, -0.256], [-2.501, -0.548, -0.808], [2.006, 1.795, 0.280], [0.111, 0.403, -1.391], [-2.435, -0.249, -1.861], [-0.745, -1.817, -0.800], [3.224, 0.539, 0.655], [1.493, -1.222, 0.103], [-2.908, 0.299, -0.248], [2.605, 0.721, -0.994], [1.450, 0.479, 2.202], [-3.211, -1.378, -0.740], [-1.232, -1.254, 0.794], [-0.629, 1.204, 1.176]],
  "forces_ev_per_angstrom": [[0.152, 0.089, 0.127], [-0.066, -0.021, 0.244], [0.045, -0.018, -0.230], [0.068, -0.157, -0.171], [0.008, 0.045, -0.011], [0.035, -0.056, 0.056], [-0.057, 0.017, -0.036], [0.062, -0.127, -0.022], [-0.006, -0.047, 0.132], [0.013, -0.032, 0.141], [-0.029, 0.114, 0.061], [-0.129, 0.015, -0.075], [-0.072, 0.158, 0.035], [0.042, -0.120, -0.108], [-0.062, -0.024, 0.139], [-0.060, -0.149, -0.012], [0.103, 0.113, -0.003], [0.008, 0.048, -0.110], [-0.056, 0.152, -0.155]],
  "lowdin_charge": [-0.041, -0.032, -0.388, -0.375, -0.046, -0.210, -0.104, 0.088, 0.154, 0.076, 0.116, 0.084, 0.146, 0.071, 0.087, 0.092, 0.070, 0.116, 0.097],
  "de_lowest_kcal_mol": 12.9,
  "total_energy_ha": -348.18427,
  "smiles": "CC[C@@H](O)[C@@H](C)O",
  "e_lumo_ev": 0.879
}

[2]
{
  "formula": "C5H12O",
  "method": "ωB97M-V/def2-TZVPD",
  "elements": ["O", "C", "C", "C", "C", "C", "H", "H", "H", "H", "H", "H", "H", "H", "H", "H", "H", "H"],
  "xyz": [[1.048, -0.314, 2.572], [0.464, 1.775, -0.816], [0.840, -0.477, -1.788], [-1.038, -0.073, -0.048], [0.158, 0.264, -0.951], [-1.110, -1.595, 0.554], [-0.560, -2.354, -0.046], [-0.823, -1.522, 1.559], [0.488, -0.197, 1.840], [0.880, 1.990, 0.181], [1.746, 0.155, 2.282], [-0.378, 2.450, -0.844], [-0.981, 0.470, 1.002], [1.735, 0.055, -2.267], [-2.001, 0.468, -0.501], [1.137, 2.207, -1.523], [-2.225, -1.850, 0.682], [0.619, -1.452, -1.886]],
  "forces_ev_per_angstrom": [[-2.458, -2.311, 2.462], [0.220, -0.463, 1.007], [2.235, 3.581, -0.100], [-0.766, 0.046, 1.822], [-1.392, 2.900, 1.440], [-2.804, 1.112, -2.464], [-0.528, 0.589, 0.607], [1.023, -0.363, 1.168], [-1.593, -0.105, -1.362], [0.081, -0.238, -0.113], [4.351, 2.499, -1.001], [-0.874, -0.261, -0.132], [0.206, -0.165, -2.369], [-1.503, -1.342, 0.314], [1.784, -1.827, 0.752], [0.718, -0.235, -0.692], [1.593, -0.014, -0.677], [-0.293, -3.405, -0.664]],
  "lowdin_charge": [0.023, -0.081, 0.043, -0.201, -0.383, -0.080, 0.073, 0.012, -0.048, 0.074, -0.022, 0.067, 0.114, 0.103, 0.146, 0.057, 0.090, 0.013],
  "de_lowest_kcal_mol": 54.6,
  "total_energy_ha": -272.86169,
  "smiles": "C=C(C)CC.O",
  "e_lumo_ev": 0.849
}

[3]
{
  "formula": "C7H9NOS2",
  "method": "ωB97M-V/def2-TZVPD",
  "elements": ["S", "S", "O", "N", "C", "C", "C", "C", "C", "C", "C", "H", "H", "H", "H", "H", "H", "H", "H", "H"],
  "xyz": [[4.164, -1.178, -2.512], [1.883, -0.905, 0.483], [5.113, -1.377, -3.611], [5.005, -0.439, -1.306], [-2.051, -0.636, -0.111], [-2.377, 0.519, 0.514], [-0.053, 0.799, 1.204], [-3.773, 1.011, 0.852], [-0.758, -1.059, -0.238], [-1.371, 1.195, 1.183], [0.233, -0.371, 0.473], [-4.069, 1.598, -0.010], [-2.828, -1.161, -0.654], [-3.657, 1.733, 1.724], [-0.398, -1.995, -0.708], [5.879, -0.882, -0.987], [4.451, -0.513, -0.521], [-1.683, 2.001, 1.782], [0.857, 1.448, 1.425], [-4.567, 0.212, 1.019]],
  "forces_ev_per_angstrom": [[-0.394, -0.505, -0.578], [-0.518, -0.102, -0.211], [0.260, -0.106, -0.564], [2.202, 0.135, -0.286], [-0.858, -1.301, -2.353], [-0.640, 0.511, 2.658], [0.936, 0.726, -1.549], [-0.149, 0.039, 0.119], [1.283, -1.091, 0.708], [0.936, 0.212, 0.464], [1.601, 0.126, 0.112], [-0.565, 0.266, -0.106], [-0.073, -0.253, 0.127], [-0.642, -1.133, -1.022], [-0.783, 0.719, 0.038], [-0.167, 0.079, -0.912], [-1.905, 0.408, 2.335], [-0.082, 1.246, 0.503], [-1.678, -0.963, 0.579], [1.237, 0.988, -0.062]],
  "lowdin_charge": [0.786, 0.707, -0.575, -0.277, -0.060, -0.273, -0.103, -0.038, -0.098, -0.062, -0.719, 0.074, 0.121, 0.093, 0.115, 0.071, -0.083, 0.091, 0.125, 0.105],
  "de_lowest_kcal_mol": 43.4,
  "total_energy_ha": -1198.40271,
  "e_lumo_ev": [-0.121, -2.316]
}

[4]
{
  "formula": "C6H11NO2",
  "method": "ωB97M-V/def2-TZVPD",
  "elements": ["O", "O", "N", "C", "C", "C", "C", "C", "C", "H", "H", "H", "H", "H", "H", "H", "H", "H", "H", "H"],
  "xyz": [[-3.382, -0.975, 0.608], [-1.940, 1.909, -0.574], [-1.223, -1.218, -0.103], [1.846, -1.172, -0.316], [-2.344, -0.540, 0.196], [-1.620, 0.794, 0.194], [0.979, -0.236, 0.478], [1.456, 1.174, 0.613], [-0.311, -0.112, -0.364], [2.817, -1.335, 0.289], [-1.285, -2.162, -0.587], [-2.127, 1.792, -1.499], [2.094, -0.806, -1.363], [2.378, 1.171, 1.072], [0.733, -0.752, 1.348], [-1.401, 1.156, 1.178], [1.471, 1.727, -0.416], [1.266, -2.109, -0.467], [0.714, 1.770, 1.241], [-0.120, -0.075, -1.529]],
  "forces_ev_per_angstrom": [[-1.003, 0.376, -0.483], [-0.439, 0.713, 1.056], [0.034, -3.248, -1.906], [1.892, -0.506, -0.224], [-0.216, -0.381, 1.329], [2.663, 0.311, -2.178], [-1.468, 1.200, -3.695], [-2.300, 1.805, -1.108], [-1.690, -0.235, -0.675], [-1.360, -0.189, -1.266], [0.426, 1.586, 1.132], [-0.040, -0.791, -0.360], [-0.126, -0.144, 1.322], [2.241, 0.553, 0.908], [-0.465, -0.337, 1.913], [-0.140, 0.153, 0.624], [0.243, -1.124, 1.754], [0.774, 0.260, 0.284], [1.096, -0.679, -0.659], [-0.122, 0.678, 2.231]],
  "lowdin_charge": [0.095, 0.010, 0.082, -0.094, -0.472, -0.184, -0.439, -0.068, -0.202, 0.109, 0.184, 0.094, 0.096, 0.041, 0.121, 0.140, 0.130, 0.077, 0.099, 0.178],
  "de_lowest_kcal_mol": 56.7,
  "total_energy_ha": -440.39684,
  "smiles": "CC(C)[C@H]1NC(=O)[C@@H]1O",
  "e_lumo_ev": 0.678
}